Density functional theory data (wB97M-V/def2-TZVPD) for C11H25B3Br12N4O5 as an isolated structure.

As for the HOMO energy: -8.9 eV. The HOMO-LUMO gap is 0.320 Ha. The charge is 0.

Last column: natural (NBO) charge in e.
Element x y z (Å)
C1 2.31103 0.85290 -0.19553  -0.642
C2 3.21130 0.95111 -1.42377  0.093
O1 4.30710 1.80081 -1.13905  -0.706
C3 2.49307 1.37774 -2.72606  -0.233
N1 2.80130 2.74011 -3.14962  -0.601
C4 2.17783 3.82993 -2.42950  -0.241
C5 0.77474 4.20204 -2.93635  -0.077
O2 0.09278 5.12463 -2.07984  -0.679
B1 -0.62715 4.61293 -1.08503  1.262
O3 -1.50149 5.43544 -0.37801  -0.864
B2 -2.75058 4.88390 -0.50015  0.971
O4 -2.91956 3.52801 -0.29630  -0.887
B3 -1.90265 2.81208 -0.89641  1.177
C6 -2.09933 1.55208 -1.80861  -0.839
C7 -3.50908 1.34211 -2.38222  0.414
N2 -3.88605 2.33242 -3.37174  -0.846
N3 -3.45784 0.01524 -3.04283  -0.834
N4 -4.53616 1.22228 -1.36108  -0.821
O5 -0.60596 3.29475 -0.70082  -0.891
H1 2.74115 0.21119 0.55632  0.213
H2 1.34460 0.48320 -0.48634  0.213
H3 2.18253 1.85570 0.18169  0.207
H4 3.58611 -0.05750 -1.57686  0.152
H5 4.44606 1.73775 -0.18999  0.466
H6 1.42632 1.18764 -2.59960  0.159
H7 2.84538 0.72304 -3.50821  0.202
H8 2.57946 2.81536 -4.12984  0.352
H9 2.20915 3.70338 -1.36111  0.204
H10 2.77226 4.70854 -2.63970  0.197
H11 0.94507 4.75254 -3.84848  0.181
H12 0.17467 3.34145 -3.20988  0.166
H13 -3.63463 5.59236 -0.84998  -0.103
H14 -1.43032 1.69454 -2.65103  0.230
H15 -1.77624 0.67584 -1.28339  0.261
H16 -3.64314 2.01508 -4.29425  0.366
H17 -3.40237 3.21243 -3.25025  0.349
H18 -2.52055 -0.11251 -3.39384  0.344
H19 -4.11645 -0.02230 -3.80830  0.360
H20 -4.11170 0.84187 -0.52811  0.352
H21 -4.89950 2.14563 -1.17632  0.369
C8 2.80947 -1.03450 4.08945  -0.499
Br1 3.71734 -1.98712 2.68430  0.092
Br2 4.02476 0.03004 5.13607  0.095
Br3 1.35145 0.00290 3.38512  0.092
H22 2.37997 -1.77037 4.75015  0.225
C9 2.10416 -5.90472 3.64690  -0.494
Br4 1.14903 -7.53900 3.99486  0.100
Br5 2.05290 -5.44287 1.77944  0.100
Br6 1.47837 -4.46010 4.76789  0.070
H23 3.13724 -6.07840 3.90324  0.224
C10 -1.32233 -3.88562 0.16795  -0.500
Br7 -0.23933 -2.47776 0.91571  0.086
Br8 -0.41938 -4.75581 -1.29306  0.087
Br9 -1.87080 -5.14283 1.52095  0.095
H24 -2.21225 -3.42045 -0.23492  0.230
C11 -1.31924 -7.90392 7.45096  -0.499
Br10 -2.37811 -7.26567 5.97392  0.092
Br11 -0.80929 -9.74687 7.21851  0.090
Br12 0.21282 -6.78095 7.76048  0.094
H25 -1.93794 -7.85169 8.33247  0.224


Density functional theory data (wB97M-V/def2-TZVPD) for C25H42BCaO35S3 as an isolated structure.

As for the HOMO energy: -11.7 eV. The HOMO-LUMO gap is 0.242 Ha. The charge is +1.

Last column: Mulliken charge in e.
Element x y z (Å)
Ca1 3.89451 3.30612 -2.19744  1.999
O1 -2.83076 0.10924 2.47182  -0.599
C1 -1.89533 -0.04120 1.73185  0.373
O2 -0.64450 0.42007 1.94985  -0.310
B1 0.17865 -0.08497 0.82173  1.225
O3 -0.72585 -0.93785 -0.03905  -0.193
C2 -1.93132 -0.85632 0.40371  0.760
O4 -2.93898 -1.33971 -0.09901  -0.652
O5 1.24101 -1.00748 1.30635  -0.875
C3 2.34858 -0.61333 0.78012  0.165
O6 3.41873 -1.24595 0.76675  -0.693
C4 2.11648 0.78440 0.04547  0.448
O7 0.80028 1.06536 0.13612  -0.239
O8 3.03949 1.48936 -0.35619  -0.459
C5 -2.39082 4.19949 1.15464  0.395
C6 -3.36576 3.72261 2.24729  -0.093
O9 -4.59643 3.72648 1.62636  -0.450
S1 -4.44416 3.35039 -0.02710  0.858
O10 -5.56688 3.93136 -0.76466  -0.557
O11 -3.96801 1.99046 -0.30604  -0.176
O12 -3.13029 4.40322 -0.07327  -0.336
H1 -1.58889 3.48635 0.96372  -0.328
H2 -1.92045 5.15190 1.39909  0.287
H3 -3.49337 4.46998 3.03040  0.342
H4 -3.20189 2.76699 2.74532  0.041
C7 -0.80766 -4.12772 -2.72229  0.298
C8 -2.27254 -4.07519 -2.30793  0.036
O13 -3.04746 -4.14926 -3.46431  -0.380
S2 -2.25257 -3.43616 -4.70067  1.061
O14 -2.29029 -1.97489 -4.60881  -0.457
O15 -2.58406 -4.05152 -5.95755  -0.565
O16 -0.79160 -3.91686 -4.09167  -0.389
H5 -0.39174 -5.12037 -2.54981  0.348
H6 -0.24600 -3.41071 -2.12351  -0.150
H7 -2.55746 -3.08058 -1.96492  -0.132
H8 -2.44156 -4.80955 -1.52036  0.381
C9 -5.33030 -1.32456 -2.03567  0.512
C10 -4.87962 0.01773 -2.76608  0.152
O17 -5.51890 0.04782 -4.02635  -0.356
S3 -6.65664 -1.05661 -4.16073  1.123
O18 -6.48668 -1.65381 -5.48602  -0.546
O19 -7.99056 -0.56208 -3.85905  -0.568
O20 -6.16961 -2.02984 -2.90668  -0.374
H9 -5.71175 -1.08456 -1.04320  0.329
H10 -4.46472 -1.95905 -1.84519  -0.343
H11 -3.80556 0.03067 -2.95137  0.002
H12 -5.01216 0.96954 -2.25169  0.051
C11 0.95924 -0.66890 -4.36680  -0.758
O21 1.83613 0.29267 -3.83643  -0.236
C12 3.10921 0.12175 -3.59626  0.784
O22 3.80327 1.07886 -3.15163  -0.685
O23 3.55813 -1.15523 -3.72685  -0.307
C13 4.81849 -1.58193 -3.30523  -0.722
H13 0.44472 -1.04651 -3.48318  0.220
H14 1.48019 -1.55480 -4.72999  0.463
H15 0.25077 -0.29943 -5.10819  0.328
H16 5.64555 -0.94620 -3.62135  0.308
H17 5.03022 -2.58854 -3.66579  0.295
H18 4.98519 -1.44627 -2.23663  0.293
C14 7.55734 4.82161 1.53175  -0.685
O24 6.49859 4.85211 0.61183  -0.331
C15 5.28989 4.31986 0.77236  0.595
O25 4.54822 4.08733 -0.18506  -0.462
O26 5.01513 4.17908 2.09168  -0.333
C16 3.84566 3.55212 2.45354  -0.423
H19 7.85998 3.79683 1.74703  0.337
H20 7.35576 5.19420 2.53606  0.310
H21 8.45258 5.30195 1.13688  0.270
H22 2.96696 4.14940 2.21013  0.150
H23 3.83292 3.44414 3.53811  0.349
H24 3.72242 2.55821 2.02336  0.158
C17 -1.60901 -3.77927 2.27807  -0.537
O27 -0.15424 -3.57482 2.21739  0.028
C18 0.58594 -4.27746 1.37164  0.672
O28 0.18424 -4.81091 0.32240  -0.654
O29 1.79496 -4.27490 1.92486  -0.175
C19 2.84531 -5.08241 1.26653  -0.776
H25 -2.01545 -4.44912 1.52030  0.271
H26 -1.91130 -2.73229 2.25479  0.054
H27 -1.99358 -4.17185 3.21940  0.293
H28 3.39372 -5.63031 2.03278  0.294
H29 3.46886 -4.47483 0.61070  0.225
H30 2.43577 -5.90945 0.68654  0.338
C20 -0.33972 2.48407 -2.68424  -0.373
O30 -0.48629 3.62712 -1.75988  -0.193
C21 0.52738 4.27794 -1.36622  0.581
O31 1.68952 3.91853 -1.60020  -0.404
O32 0.04312 5.33665 -0.62590  -0.234
C22 0.92937 6.19666 0.07216  -0.592
H31 0.51797 1.88602 -2.37632  0.006
H32 -0.16245 2.74183 -3.72838  0.374
H33 -1.25120 1.88795 -2.64008  0.195
H34 0.29933 6.80773 0.71849  0.312
H35 1.40207 6.85870 -0.65334  0.338
H36 1.77794 5.73380 0.57595  0.077
C23 0.93840 -4.22811 6.25212  -0.693
O33 0.28963 -3.05395 5.78336  -0.208
C24 -0.00656 -2.02276 6.71521  0.589
O34 0.19485 -2.06599 7.90081  -0.556
O35 -0.64013 -1.00329 6.14499  -0.350
C25 -1.25521 -1.12352 4.91107  -0.134
H37 0.42978 -4.68945 7.09863  0.352
H38 1.97716 -4.07418 6.54434  0.307
H39 0.95843 -4.93150 5.41968  0.198
H40 -2.13854 -1.75945 4.96952  0.350
H41 -0.66748 -1.43402 4.04720  -0.066
H42 -1.61342 -0.15495 4.56228  0.211


Density functional theory data (wB97M-V/def2-TZVPD) for C52H45Br4N4O6Sb2V as an isolated structure.

As for the HOMO energy (spin up / spin down): -4.9 / -5.1 eV. The HOMO-LUMO gap (spin up / spin down) is 0.253 / 0.225 Ha. As for the spin multiplicity: 2. The charge is -1.

Last column: Mulliken spin population.
Element x y z (Å)
V1 -2.03206 -0.54641 -2.46026  1.322
C1 2.87885 0.92330 -1.63146  -0.003
C2 2.68933 1.91298 -0.48016  0.002
C3 1.64483 1.52745 0.58451  0.042
Sb1 2.59353 0.60628 2.28839  0.000
C4 1.12789 1.05232 3.79146  -0.001
C5 1.38074 0.55446 5.06980  0.000
C6 0.53309 0.84409 6.13045  0.000
C7 -0.59245 1.62853 5.92340  0.000
C8 -0.85850 2.12793 4.65675  0.000
C9 -0.00039 1.84357 3.60148  0.000
C10 3.71938 2.38256 2.75871  -0.001
C11 3.14363 3.65279 2.71451  0.000
C12 3.88660 4.78386 3.01863  0.000
C13 5.22389 4.66300 3.37913  0.000
C14 5.80504 3.40714 3.44029  0.000
C15 5.05256 2.27807 3.13310  0.000
Sb2 3.81019 -1.03493 -1.60961  0.001
C16 5.50981 -0.46712 -0.39808  -0.001
C17 6.31317 0.57205 -0.87342  0.000
C18 7.49555 0.92331 -0.23764  0.000
C19 7.91695 0.21650 0.88019  0.000
C20 7.13158 -0.81759 1.36600  0.000
C21 5.93214 -1.14442 0.74354  0.000
C22 2.97164 -2.45319 -0.23319  0.003
C23 3.77512 -3.59191 -0.14658  -0.001
C24 3.38235 -4.69481 0.60065  0.000
C25 2.15548 -4.68678 1.24835  0.000
C26 1.33863 -3.56928 1.15265  0.001
C27 1.74423 -2.45853 0.42542  -0.009
H1 3.54886 1.38275 -2.36554  -0.001
H2 1.93315 0.76071 -2.14795  -0.005
H3 2.37202 2.84662 -0.95731  -0.001
H4 3.64777 2.14417 -0.00423  0.000
H5 0.87448 0.87515 0.16403  -0.041
H6 1.14239 2.41986 0.96088  0.003
H7 2.25199 -0.06782 5.24790  0.000
H8 0.74728 0.45141 7.11708  0.000
H9 -1.26209 1.84788 6.74572  0.000
H10 -1.73565 2.74081 4.48896  0.000
H11 -0.21962 2.25101 2.62268  0.001
H12 2.09840 3.77086 2.44861  0.000
H13 3.42110 5.76131 2.97868  0.000
H14 5.80653 5.54592 3.61154  0.000
H15 6.84599 3.30002 3.72106  0.000
H16 5.52058 1.30569 3.17774  0.000
H17 6.02175 1.11973 -1.76469  0.000
H18 8.09154 1.74198 -0.62190  0.000
H19 8.84508 0.47768 1.37352  0.000
H20 7.44701 -1.37167 2.24281  0.000
H21 5.32923 -1.94629 1.15380  0.000
H22 4.72612 -3.62903 -0.67089  0.000
H23 4.02837 -5.56200 0.66336  0.000
H24 1.83088 -5.55030 1.81510  0.000
H25 0.37451 -3.56164 1.64723  0.000
H26 1.07888 -1.60332 0.37878  0.005
Br1 0.29285 -1.77094 -8.94477  0.001
C28 -0.26305 -0.93620 -7.34264  0.014
C29 -0.20571 0.44890 -7.21323  -0.005
Br2 0.47425 1.52539 -8.60833  0.000
C30 -0.65030 1.04895 -6.02939  0.023
Br3 -0.61777 2.91332 -5.74083  0.001
C31 -1.14778 0.27082 -4.99867  -0.027
O1 -1.60053 0.74492 -3.84890  0.068
C32 -1.16789 -1.13726 -5.10178  0.029
O2 -1.60202 -1.78153 -4.04879  0.048
C33 -0.73865 -1.72338 -6.28863  -0.008
Br4 -0.84771 -3.60571 -6.37519  0.000
C34 -5.57139 -1.44472 -4.90453  0.000
C35 -6.26703 -0.24990 -4.81102  0.002
C36 -5.83625 0.71759 -3.92490  -0.003
C37 -4.70588 0.47698 -3.14951  0.015
N1 -4.02492 -0.67904 -3.26776  -0.035
C38 -4.44809 -1.61698 -4.12091  0.008
C39 -4.15566 1.43061 -2.15547  -0.036
C40 -4.84574 2.59020 -1.80836  0.000
C41 -4.31138 3.45995 -0.87245  0.002
C42 -3.09605 3.15764 -0.27277  -0.004
C43 -2.42056 1.99218 -0.61466  -0.050
C44 -2.92369 1.10473 -1.56367  0.021
H27 -5.87442 -2.22943 -5.58290  0.000
H28 -7.13515 -0.06774 -5.43249  0.000
H29 -6.35829 1.65866 -3.84232  0.000
H30 -3.84813 -2.51315 -4.16182  -0.001
H31 -5.80465 2.82169 -2.25496  -0.001
H32 -4.83898 4.37011 -0.61503  0.000
H33 -2.67578 3.83584 0.46058  0.000
H34 -1.48528 1.75746 -0.12090  -0.001
O3 0.68433 -1.28036 -2.17934  -0.016
N2 -0.35201 -0.77456 -2.09139  -0.342
C45 -5.72971 -1.06343 2.06463  0.000
C46 -4.50904 -0.75703 1.20576  -0.004
C47 -3.21863 -1.55284 1.57978  -0.008
C48 -2.69814 -1.09975 2.94026  -0.001
C49 -1.49387 -1.85793 3.48659  0.001
C50 -3.56271 -3.02772 1.55285  -0.001
O4 -3.84192 -3.68684 2.53205  0.000
N3 -3.59053 -3.56199 0.29067  0.001
C51 -3.26366 -2.89422 -0.90428  0.010
O5 -3.60314 -3.39615 -1.95790  0.004
N4 -2.53740 -1.74218 -0.80057  0.020
C52 -2.21013 -1.27145 0.46236  0.014
O6 -1.21249 -0.60842 0.66351  -0.063
H35 -6.58033 -0.48320 1.70388  0.000
H36 -5.57691 -0.80754 3.11286  0.000
H37 -6.00214 -2.11910 2.02080  0.000
H38 -4.24871 0.30269 1.27961  0.001
H39 -4.75314 -0.93638 0.15737  0.002
H40 -3.52178 -1.17075 3.65139  0.000
H41 -2.43616 -0.04422 2.83733  0.001
H42 -1.71679 -2.91620 3.62144  0.000
H43 -1.20827 -1.44924 4.45690  0.000
H44 -0.63483 -1.74854 2.82430  0.000
H45 -3.91960 -4.50932 0.18206  0.000


Density functional theory data (wB97M-V/def2-TZVPD) for one molecule with the formula C21H22N2O3S.

As for the HOMO energy: -7.7 eV. The HOMO-LUMO gap is 0.303 Ha. The charge is 0. The structure (SMILES) is CCCn1cc(SCC(=O)NCc2ccc3c(c2)OCO3)c2ccccc21.

Last column: natural (NBO) charge in e.
Element x y z (Å)
C1 3.60051 3.20821 0.56310  -0.612
C2 2.48433 3.67780 -0.36040  -0.399
H1 2.33430 4.75255 -0.24211  0.206
H2 2.76846 3.48963 -1.39804  0.201
C3 1.15401 2.96961 -0.07376  -0.203
N1 1.21443 1.56055 -0.35511  -0.369
C4 1.41842 0.54776 0.54125  0.217
C5 1.62329 0.57667 1.91711  -0.275
C6 1.82081 -0.62434 2.56140  -0.207
C7 1.80332 -1.83861 1.86876  -0.241
C8 1.60649 -1.87973 0.50866  -0.170
C9 1.42259 -0.67658 -0.16836  -0.121
C10 1.23960 -0.34531 -1.54386  -0.248
C11 1.13726 1.01891 -1.61055  -0.072
H3 1.02455 1.65911 -2.46683  0.216
S1 1.24324 -1.52468 -2.85082  0.273
C12 -0.09074 -0.91787 -3.95363  -0.606
C13 -1.43256 -1.04588 -3.25991  0.664
O1 -2.16722 -1.99553 -3.41437  -0.622
N2 -1.73600 0.01813 -2.47759  -0.621
H4 -0.99992 0.67356 -2.25347  0.401
C14 -2.85403 -0.00877 -1.55300  -0.236
C15 -2.36743 -0.24878 -0.14721  -0.037
C16 -2.09329 -1.54082 0.27417  -0.210
C17 -1.62723 -1.81230 1.55685  -0.234
C18 -1.44325 -0.73951 2.39387  0.225
C19 -1.68268 0.56593 1.96519  0.303
C20 -2.14159 0.83868 0.70176  -0.301
H5 -2.33708 1.85127 0.38742  0.219
O2 -1.40019 1.43923 2.98477  -0.500
C21 -1.04645 0.63443 4.08961  0.240
O3 -1.03137 -0.71964 3.69910  -0.481
H6 -1.78304 0.77669 4.89893  0.156
H7 -0.05004 0.92634 4.45343  0.156
H8 -1.42623 -2.81706 1.88588  0.230
H9 -2.25346 -2.35767 -0.41233  0.229
H10 -3.38893 0.94308 -1.62037  0.196
H11 -3.50770 -0.81925 -1.88213  0.244
H12 0.13387 0.10308 -4.25746  0.217
H13 -0.05558 -1.58548 -4.81265  0.257
H14 1.60145 -2.81050 -0.03703  0.224
H15 1.95315 -2.75484 2.41942  0.214
H16 1.99467 -0.63504 3.62747  0.213
H17 1.64038 1.50908 2.46165  0.214
H18 0.87736 3.09869 0.97485  0.212
H19 0.36653 3.41503 -0.69184  0.204
H20 4.53081 3.71377 0.31669  0.216
H21 3.35722 3.42727 1.60034  0.200
H22 3.75630 2.13645 0.46382  0.215


Density functional theory data (wB97M-V/def2-TZVPD) for one molecule with the formula C6H8N2O.

As for the HOMO energy: -8.3 eV. The HOMO-LUMO gap is 0.334 Ha. The charge is 0. The structure (SMILES) is [H]/N=C1/C[C@@]2(CO2)C(=C)N1.

Last column: natural (NBO) charge in e.
Element x y z (Å)
C1 -1.12040 1.86202 -0.17793  -0.526
C2 -0.26274 0.85797 0.07995  0.151
C3 1.69661 -0.27417 -0.01383  0.434
C4 0.68109 -1.23125 -0.54149  -0.484
C5 -0.63676 -0.55781 -0.07090  0.172
C6 -1.84969 -1.10064 0.71903  -0.096
H1 -0.69372 2.87131 -0.35205  0.201
H2 -2.23103 1.53080 -0.32757  0.244
H3 1.36407 1.87561 -0.01651  0.412
H4 3.40322 0.43530 0.41840  0.324
H5 0.90438 -2.17289 -0.08058  0.247
H6 0.70326 -1.20442 -1.72395  0.260
H7 -1.61518 -2.18067 1.12490  0.192
H8 -2.38954 -0.44326 1.39478  0.198
N1 1.05536 0.91890 0.17221  -0.608
N2 2.95618 -0.51345 0.05861  -0.650
O1 -1.96511 -0.67337 -0.66308  -0.473


Density functional theory data (wB97M-V/def2-TZVPD) for C3H11NO4 as an isolated structure.

As for the HOMO energy (spin up / spin down): -4.3 / -4.3 eV. The HOMO-LUMO gap (spin up / spin down) is 0.290 / 0.202 Ha. As for the spin multiplicity: 2. The charge is -1.

Last column: natural (NBO) charge in e.
Element x y z (Å)
O1 1.44882 -2.55624 0.45976  -0.396
C1 1.23528 -1.37273 0.94845  0.309
O2 2.49354 -0.43790 1.12184  -0.783
C2 0.16935 -0.55324 0.17440  -0.033
C3 -0.03872 0.82481 0.78771  -0.647
N1 0.71668 -0.37239 -1.18436  -0.857
H1 3.21327 -1.09828 1.29136  0.449
H2 -0.78558 -1.16633 0.15214  0.251
H3 0.87174 1.14614 1.36727  0.193
H4 -0.33445 1.66584 0.03329  0.307
H5 -0.64109 0.64982 1.57107  0.192
H6 1.21395 -1.17888 -1.50552  0.355
H7 -0.07553 0.03748 -1.74452  0.403
H8 0.92437 -1.28770 1.97548  0.198
H9 -1.27099 2.00100 -2.35644  0.433
O3 -1.42213 2.09409 -1.38700  -1.084
H10 -3.34272 0.13793 -0.37998  0.426
H11 -1.97928 1.25429 -0.97734  0.489
O4 -2.39650 0.21230 -0.34762  -1.206


Max |F| values (in eV/Å) by entry order: 1.915, 4.289, 2.225, 1.193, 3.928, 4.075.
Calculated total energy values (in eV) by entry order: -870555.377, -149885.098, -391835.249, -42092.502, -11376.237, -12966.770.